The following is a quantum chemistry calculation of a single C4H8N4 molecule in a non-equilibrium geometry, from the OMol25 dataset.

Values from the calculation:
Energy above the lowest of the compared OMol25 structures with the same formula, charge and spin in eV: 5.561
E_LUMO in eV: 0.68
HOMO in eV: -8.5907
SMILES: C1=N\C=N/CCNN/1

Geometry as XYZ:
```
16
Properties=species:S:1:pos:R:3:nbo_charge:R:1
C -0.6593 -1.0728 -0.8257 -0.243
C -1.4234 0.2608 -0.3882 -0.273
C 0.3288 1.7778 0.0411 0.260
C 0.8774 0.1765 1.4377 0.306
H -0.9625 -1.1719 -1.8855 0.214
H -0.9356 -2.0002 -0.4561 0.199
H -2.4713 0.2570 -0.9674 0.201
H -1.9061 -0.0360 0.7272 0.174
H 0.6695 2.7536 -0.3074 0.164
H 1.1607 -0.1418 2.2319 0.145
H 1.6212 -1.6902 0.9698 0.373
H 1.5620 -0.4080 -1.2037 0.396
N -0.5392 1.3405 -0.7297 -0.492
N 0.7251 1.4876 1.3426 -0.533
N 1.1814 -0.7461 0.6370 -0.383
N 0.7713 -0.7867 -0.6237 -0.508
```